No. 1
Entry from OMol25: 2 unconnected molecules or ions with the total composition H3N2O2 in a non-equilibrium geometry (ωB97M-V with the def2-TZVPD basis set).

```
! RIJCOSX wB97M-V def2-TZVPD def2/J DEFGRID3
* xyz -1 1
N -0.64 -0.73 0.44
N 1.52 0.08 0.76
O 0.13 1.45 1.50
O 0.73 -1.04 0.72
H -0.62 0.26 0.99
H -0.68 -0.46 -0.56
H 1.38 0.62 -0.11
*
```

Summary:
Lowest unoccupied orbital energy (alpha / beta) (eV): 4.99 / 5.00
Orbital gap (alpha / beta) (hartree): 0.3094 / 0.3092
Energy above the lowest of the compared OMol25 structures with the same formula, charge and spin (kJ/mol): 200.3
F_max (eV/Å): 3.42


No. 2
Entry from OMol25: a molecular structure, C22H15N11O4RhS2Se in a non-equilibrium geometry (ωB97M-V with the def2-TZVPD basis set).

```
! RIJCOSX wB97M-V def2-TZVPD def2/J DEFGRID3
* xyz 1 1
Rh -0.78 0.36 0.33
N 3.09 -0.23 2.16
C 2.09 -0.91 1.62
N 1.03 -0.12 1.54
C 1.48 1.06 2.05
N 2.73 1.04 2.45
C 0.61 2.22 2.08
C 0.92 3.43 2.70
N 0.08 4.46 2.67
C -1.06 4.29 2.01
C -1.39 3.10 1.38
N -0.55 2.07 1.44
H 4.04 -0.53 2.35
H 2.16 -1.94 1.30
H 1.86 3.55 3.22
H -1.73 5.14 1.96
H -2.29 2.97 0.81
Se -3.98 -6.53 0.79
N -3.89 -5.16 1.92
C -3.24 -4.20 1.31
C -2.97 -2.90 1.91
C -3.42 -2.53 3.18
C -3.13 -1.26 3.64
C -2.42 -0.39 2.83
N -1.99 -0.73 1.62
C -2.26 -1.98 1.16
C -1.78 -2.28 -0.17
N -1.10 -1.30 -0.79
C -0.72 -1.45 -2.06
C -0.97 -2.64 -2.75
C -1.63 -3.67 -2.12
C -2.06 -3.49 -0.80
C -2.79 -4.49 -0.03
N -3.09 -5.68 -0.49
H -3.98 -3.24 3.78
H -3.46 -0.93 4.61
H -2.18 0.62 3.15
H -0.21 -0.62 -2.52
H -0.65 -2.72 -3.77
H -1.84 -4.60 -2.62
S 2.58 -0.41 -1.78
C 3.40 0.86 -2.54
N 2.68 1.82 -3.22
C 3.29 2.87 -3.80
C 4.65 2.97 -3.78
C 5.33 1.94 -3.11
N 4.75 0.94 -2.50
H 1.63 1.77 -3.25
H 2.64 3.60 -4.27
H 5.16 3.80 -4.24
H 6.42 1.95 -3.07
O -0.04 3.47 -1.37
S -0.21 2.09 -1.70
O 0.06 1.76 -3.09
O 0.69 1.20 -0.83
O -1.57 1.55 -1.30
*
```

Summary:
Lowest unoccupied orbital energy (eV): -3.98
Orbital gap (hartree): 0.2014
F_max (eV/Å): 2.85


No. 3
Entry from OMol25: 5 unconnected molecules or ions with the total composition C16H37IN5O6 (ωB97M-V with the def2-TZVPD basis set).

```
! RIJCOSX wB97M-V def2-TZVPD def2/J DEFGRID3
* xyz -1 1
O 2.68 -0.99 -0.95
O 1.72 -1.63 -1.84
C 2.23 -1.64 -3.34
N 1.25 -1.29 -4.20
C 0.79 0.06 -4.00
C -0.75 0.10 -4.02
C -1.34 -0.58 -2.80
I -1.59 -2.69 -2.92
H 2.59 -0.07 -1.24
H 2.56 -2.68 -3.51
H 3.15 -0.99 -3.23
H 1.17 0.79 -4.75
H 1.09 0.47 -3.00
H -1.09 -0.40 -4.95
H -1.14 1.14 -4.08
H -0.67 -0.45 -1.95
H -2.35 -0.22 -2.54
C -4.42 4.61 -3.83
C -3.23 3.71 -3.53
O -3.04 2.69 -4.17
N -2.42 4.10 -2.52
C -2.54 5.27 -1.67
H -4.97 4.16 -4.65
H -5.07 4.69 -2.96
H -4.10 5.61 -4.11
H -1.64 3.49 -2.34
H -1.66 5.91 -1.75
H -2.63 4.97 -0.63
H -3.41 5.85 -1.96
C 0.00 2.45 2.33
C -0.51 2.46 0.90
O -0.91 3.49 0.37
N -0.51 1.29 0.24
C -0.09 -0.02 0.72
H -0.06 3.45 2.75
H -0.59 1.78 2.95
H 1.04 2.12 2.36
H -0.85 1.33 -0.70
H 0.73 -0.43 0.11
H -0.92 -0.73 0.70
H 0.27 0.06 1.74
C 1.21 -6.22 1.36
C 0.02 -5.60 0.65
O -1.12 -5.80 1.05
N 0.28 -4.84 -0.44
C 1.57 -4.51 -1.03
H 0.83 -6.79 2.20
H 1.77 -6.88 0.70
H 1.89 -5.45 1.73
H -0.51 -4.42 -0.90
H 1.73 -3.43 -1.04
H 1.62 -4.86 -2.06
H 2.37 -4.98 -0.47
C 1.86 1.05 7.20
C 1.30 1.26 5.80
O 0.89 2.34 5.43
N 1.29 0.19 4.97
C 1.74 -1.16 5.23
H 1.80 2.01 7.72
H 1.29 0.30 7.74
H 2.90 0.73 7.16
H 0.91 0.39 4.06
H 2.53 -1.45 4.54
H 0.92 -1.88 5.12
H 2.12 -1.24 6.24
*
```

Summary:
Lowest unoccupied orbital energy (eV): 2.19
Orbital gap (hartree): 0.1952
F_max (eV/Å): 0.89


No. 4
Entry from OMol25: 2 unconnected molecules or ions with the total composition C2H8N2 in a non-equilibrium geometry (ωB97M-V with the def2-TZVPD basis set).

```
! RIJCOSX wB97M-V def2-TZVPD def2/J DEFGRID3
* xyz 0 1
C 0.52 -2.13 2.68
N 1.19 -0.98 2.65
C 0.52 0.30 2.27
H 1.03 -3.11 3.02
H -0.52 -2.37 2.37
H 0.42 0.42 1.15
H 1.10 1.10 2.66
H -0.57 0.42 2.61
N -1.62 2.12 -6.00
H -1.02 1.76 -5.35
H -2.06 2.98 -5.81
H -1.63 1.73 -6.89
*
```

Summary:
Lowest unoccupied orbital energy (eV): 1.17
Orbital gap (hartree): 0.3902
SMILES string: C=NC.N
Energy above the lowest of the compared OMol25 structures with the same formula, charge and spin (kJ/mol): 151.9
F_max (eV/Å): 4.01


No. 5
Entry from OMol25: a gas-phase ion, C6H10N3 (charge +1) in a non-equilibrium geometry (ωB97M-V with the def2-TZVPD basis set).

```
! RIJCOSX wB97M-V def2-TZVPD def2/J DEFGRID3
* xyz 1 1
C -2.27 0.94 0.10
N -2.54 -0.27 0.15
C -1.56 -1.34 -0.02
C -0.16 -0.88 0.02
C 1.02 -1.44 0.25
C 2.15 -0.40 0.12
C 1.34 0.89 0.24
N 0.08 0.53 -0.42
N -0.93 1.41 -0.18
H -2.99 1.76 0.29
H -1.48 -1.80 -0.97
H -1.86 -2.15 0.61
H 1.13 -2.36 0.63
H 2.84 -0.46 1.02
H 2.60 -0.35 -0.79
H 1.09 1.22 1.25
H 1.80 1.68 -0.42
H 0.38 0.63 -1.57
H -0.66 2.39 -0.29
*
```

Summary:
Lowest unoccupied orbital energy (eV): -3.92
Orbital gap (hartree): 0.3665
SMILES string: C1=NCC2=CCC[N@@H+]2N1
Energy above the lowest of the compared OMol25 structures with the same formula, charge and spin (kJ/mol): 368.2
F_max (eV/Å): 4.98


No. 6
Entry from OMol25: a molecular structure, C9H11BrClNS in a non-equilibrium geometry (ωB97M-V with the def2-TZVPD basis set).

```
! RIJCOSX wB97M-V def2-TZVPD def2/J DEFGRID3
* xyz 0 1
C 0.53 -2.30 1.75
N 0.40 -0.89 2.14
C 1.64 -0.11 2.25
C -0.84 -0.37 2.15
Cl -1.09 1.22 2.75
H 1.50 -2.65 2.12
H -0.31 -2.86 2.18
H 0.50 -2.34 0.65
H 2.45 -0.84 2.13
H 1.71 0.63 1.45
H 1.77 0.37 3.23
H -1.68 -1.05 2.37
Br -7.83 1.04 1.43
C -6.15 0.35 0.87
C -5.42 0.99 -0.14
C -4.19 0.49 -0.54
C -3.60 -0.60 0.17
S -1.90 -0.92 0.17
C -4.43 -1.33 1.06
C -5.65 -0.80 1.47
H -5.82 1.88 -0.59
H -3.61 1.00 -1.31
H -4.03 -2.22 1.52
H -6.19 -1.29 2.26
*
```

Summary:
Lowest unoccupied orbital energy (eV): 0.08
Orbital gap (hartree): 0.2736
F_max (eV/Å): 2.57


No. 7
Entry from OMol25: a molecular structure, C34H105F2N6O24PS2 in a non-equilibrium geometry (ωB97M-V with the def2-TZVPD basis set).

```
! RIJCOSX wB97M-V def2-TZVPD def2/J DEFGRID3
* xyz 0 1
O 1.23 -1.12 -1.77
H 1.16 -1.23 0.06
H 0.29 -1.32 -1.87
H 1.28 -0.14 -1.83
O -0.07 1.76 1.97
H -0.83 0.22 1.72
H -0.37 2.47 2.53
H 0.07 2.29 1.19
O 2.99 -1.02 3.78
H 1.39 -1.26 3.48
H 3.71 -1.06 3.13
H 3.16 -0.12 4.23
O 4.78 -0.30 1.93
H 3.56 -2.00 0.31
H 5.52 -0.20 1.36
H 4.32 0.61 1.89
N 1.22 4.55 -1.55
S 0.35 5.20 -0.36
O -0.79 4.37 0.02
O 0.30 6.56 -0.61
F 1.31 4.85 0.96
S 1.15 3.07 -1.77
O 1.06 2.17 -0.63
O 2.15 2.76 -2.81
F -0.21 2.84 -2.52
P -0.02 -1.63 1.87
O 1.23 -1.07 1.08
O 0.39 -1.40 3.34
O -0.41 -2.98 1.50
O -1.19 -0.62 1.63
C 6.14 -3.30 -0.07
C 4.69 -3.73 -0.25
C 4.11 -4.61 0.85
O 3.99 -3.82 2.03
C 3.35 -4.52 3.06
N 3.77 -2.63 -0.50
H 6.27 -2.59 0.77
H 6.69 -2.98 -0.96
H 6.71 -4.27 0.17
H 4.71 -4.28 -1.26
H 4.77 -5.44 1.04
H 3.10 -5.05 0.56
H 3.92 -5.39 3.42
H 2.31 -4.89 2.76
H 3.13 -3.91 3.91
H 4.02 -2.00 -1.35
H 2.83 -3.09 -0.64
C 3.85 -1.75 -6.10
C 2.47 -1.15 -5.71
C 1.43 -2.29 -5.46
O 0.17 -1.72 -5.35
C -0.87 -2.63 -5.58
N 2.64 -0.33 -4.48
H 3.68 -2.61 -6.77
H 4.28 -1.93 -5.14
H 4.47 -1.07 -6.71
H 1.98 -0.55 -6.53
H 1.76 -2.74 -4.49
H 1.45 -2.97 -6.25
H -1.79 -2.03 -5.66
H -1.09 -3.32 -4.75
H -0.82 -3.29 -6.51
H 2.98 0.58 -4.73
H 1.73 -0.24 -4.05
C -5.18 0.44 3.14
C -4.46 -0.88 3.40
C -5.40 -1.74 4.17
O -5.23 -1.21 5.47
C -6.15 -1.71 6.51
N -4.05 -1.53 2.16
H -5.28 0.97 4.09
H -6.11 0.34 2.64
H -4.53 1.07 2.48
H -3.59 -0.59 3.98
H -4.98 -2.73 4.12
H -6.40 -1.59 3.88
H -5.87 -1.18 7.47
H -6.07 -2.81 6.63
H -7.21 -1.50 6.19
H -3.32 -0.98 1.64
H -3.48 -2.31 2.51
C -2.58 1.68 6.60
C -1.98 2.65 5.59
O -0.74 2.24 5.12
H -3.14 0.82 6.17
H -3.34 2.24 7.25
H -1.74 1.24 7.19
H -1.83 3.62 6.04
H -2.74 2.84 4.78
H -0.76 1.42 4.64
C -3.65 -4.94 -1.69
C -3.13 -4.32 -0.38
O -1.75 -4.22 -0.49
H -4.72 -5.15 -1.59
H -3.11 -5.87 -1.92
H -3.50 -4.23 -2.50
H -3.52 -4.91 0.46
H -3.56 -3.33 -0.19
H -1.38 -3.55 0.14
C 5.70 0.90 -2.61
C 5.70 -0.57 -3.01
O 4.45 -1.11 -2.77
H 5.03 1.46 -3.22
H 6.71 1.34 -2.83
H 5.37 0.92 -1.57
H 6.40 -1.14 -2.43
H 5.92 -0.57 -4.09
H 3.76 -0.73 -3.42
C -2.09 0.12 -2.75
C -2.50 -1.22 -2.17
O -1.32 -1.85 -1.72
H -2.98 0.59 -3.16
H -1.39 -0.08 -3.57
H -1.65 0.82 -2.05
H -2.95 -1.78 -2.91
H -3.11 -1.10 -1.32
H -1.50 -2.81 -1.62
C 0.44 -5.06 -2.79
C 1.12 -5.53 -1.46
O 1.43 -4.42 -0.71
H 0.07 -5.98 -3.34
H 1.14 -4.67 -3.48
H -0.45 -4.42 -2.81
H 2.07 -6.02 -1.74
H 0.55 -6.19 -0.92
H 0.79 -4.31 0.00
C 6.53 2.83 0.58
O 5.57 3.63 -0.03
C 4.26 3.22 0.27
C 3.85 3.54 1.70
N 3.22 2.32 2.24
C 2.39 2.58 3.40
C 3.18 2.72 4.65
O 3.54 1.45 5.15
C 4.51 1.39 6.18
H 7.56 3.11 0.19
H 6.32 1.76 0.25
H 6.53 2.83 1.66
H 4.27 2.10 0.33
H 3.67 3.73 -0.47
H 3.10 4.37 1.78
H 4.72 3.84 2.38
H 2.57 1.92 1.49
H 1.77 1.73 3.66
H 1.80 3.54 3.31
H 2.64 3.43 5.33
H 4.12 3.27 4.46
H 4.26 2.00 7.08
H 5.48 1.74 5.75
H 4.70 0.37 6.45
C -4.45 2.07 0.05
O -4.69 2.47 -1.31
C -3.89 3.49 -1.90
C -4.26 3.56 -3.40
N -5.61 3.97 -3.69
C -6.05 5.12 -2.96
C -7.34 5.69 -3.50
O -8.41 4.72 -3.37
C -9.58 5.33 -3.70
H -4.97 2.74 0.73
H -3.35 2.03 0.17
H -5.02 1.12 0.27
H -2.80 3.20 -1.76
H -3.93 4.42 -1.29
H -4.00 2.66 -3.94
H -3.56 4.30 -3.74
H -6.23 3.21 -3.40
H -5.28 5.87 -3.03
H -6.21 5.06 -1.89
H -7.33 5.94 -4.54
H -7.63 6.58 -2.99
H -10.16 4.69 -4.31
H -9.47 6.24 -4.23
H -10.10 5.53 -2.79
*
```

Summary:
Lowest unoccupied orbital energy (eV): 0.24
Orbital gap (hartree): 0.3197
F_max (eV/Å): 5.44


No. 8
Entry from OMol25: a molecular structure, C25H39IIrN2O5Si in a non-equilibrium geometry (ωB97M-V with the def2-TZVPD basis set).

```
! RIJCOSX wB97M-V def2-TZVPD def2/J DEFGRID3
* xyz 1 1
Ir -0.09 0.12 -0.09
C 1.37 0.31 4.02
C 0.26 -0.16 4.71
C -0.92 -0.38 4.03
C -0.99 -0.13 2.66
N 0.11 0.30 2.01
C 1.26 0.51 2.66
C -2.17 -0.26 1.83
C -3.46 -0.49 2.31
C -4.52 -0.58 1.43
C -4.30 -0.41 0.06
C -3.01 -0.16 -0.41
C -1.96 -0.10 0.48
H 2.30 0.52 4.52
H 0.31 -0.35 5.77
H -1.79 -0.75 4.55
H 2.09 0.87 2.07
H -3.64 -0.59 3.38
H -5.51 -0.78 1.80
H -5.12 -0.47 -0.64
H -2.85 -0.02 -1.47
N -0.07 4.33 -0.86
C -0.30 3.27 -0.08
O -0.15 2.14 -0.58
C -0.72 3.51 1.32
I -3.14 3.34 1.02
H 0.13 4.19 -1.84
H -0.24 5.27 -0.53
H -0.72 4.51 1.72
H -0.71 2.68 2.01
C 3.41 -1.78 -3.62
C 2.18 -1.48 -2.77
C 0.91 -1.65 -3.59
C 2.28 -0.06 -2.23
O 2.21 -2.38 -1.68
Si 1.06 -2.99 -0.68
O 0.20 -1.79 0.03
O 1.79 -3.89 0.45
C 2.60 -3.56 1.58
C 3.33 -4.83 1.97
C 3.59 -2.45 1.23
C 1.68 -3.11 2.72
O 0.09 -3.93 -1.56
C -1.18 -4.54 -1.27
C -1.29 -4.89 0.21
C -1.26 -5.80 -2.13
C -2.29 -3.57 -1.65
H 3.47 -1.09 -4.46
H 3.36 -2.80 -4.00
H 4.31 -1.67 -3.01
H 0.94 -1.02 -4.48
H 0.03 -1.38 -2.99
H 0.80 -2.69 -3.89
H 2.22 0.68 -3.04
H 3.21 0.08 -1.68
H 1.43 0.13 -1.54
H 3.99 -5.14 1.16
H 2.61 -5.63 2.16
H 3.92 -4.67 2.88
H 4.13 -2.73 0.32
H 4.30 -2.29 2.04
H 3.06 -1.52 1.02
H 1.02 -3.93 3.00
H 1.07 -2.27 2.38
H 2.27 -2.81 3.59
H -0.44 -5.50 0.52
H -2.22 -5.43 0.41
H -1.28 -3.97 0.81
H -0.46 -6.49 -1.85
H -1.13 -5.53 -3.18
H -2.22 -6.29 -2.00
H -2.17 -2.65 -1.08
H -3.26 -4.01 -1.43
H -2.24 -3.34 -2.72
*
```

Summary:
Lowest unoccupied orbital energy (eV): -4.35
Orbital gap (hartree): 0.2499
Energy above the lowest of the compared OMol25 structures with the same formula, charge and spin (kJ/mol): 187.7
F_max (eV/Å): 3.36


Q: What is the formula in the first record?
A: H3N2O2